Entry from OMol25: one molecule with the formula C6H11N3 (ωB97M-V with the def2-TZVPD basis set).

Each line ends with the natural charge from an NBO analysis.
Atoms and positions in Å:
1 N -0.136450 0.930724 1.436996  -0.64
2 N 1.733423 2.195410 0.760127  -0.72
3 N 0.673505 0.198402 -1.740454  -0.55
4 C -0.706304 -0.518356 1.318297  -0.25
5 C -0.103004 1.433367 -0.883328  -0.32
6 C 0.619416 -0.991423 -0.757884  -0.13
7 C -0.622979 -1.031401 0.021968  -0.24
8 C 0.584308 1.603378 0.502044  0.40
9 C -0.003144 -2.207482 -0.865096  -0.36
10 H 1.997717 2.283442 1.722861  0.33
11 H -0.339111 2.356896 -1.771923  0.25
12 H 0.197734 1.311298 2.391367  0.38
13 H 1.462561 -0.888990 -0.084372  0.22
14 H -1.705345 -0.525551 1.922585  0.23
15 H -0.295138 0.064673 -2.216033  0.33
16 H 0.280846 -3.233313 -0.485064  0.23
17 H -1.548588 -0.870170 -0.923623  0.18
18 H -1.370811 1.202726 -0.759523  0.21
19 H 0.029984 -1.044071 2.012628  0.21
20 H -0.748619 -2.269559 -1.601574  0.21

Forces on atoms 1 to 6 (eV/Å):
N -0.6 0.6 2.7
N -2.7 0.1 -2.6
N -4.4 0.6 1.1
C 0.5 1.8 5.8
C -1.9 0.6 -3.4
C 2.2 6.1 0.1

Electronic energy: -10863.681 eV
Relative energy (zero: lowest compared OMol25 entry of this formula, charge and spin): 688.72 kJ/mol
Molecular weight: 125.2 u
HOMO energy: -8.5 eV
SMILES: [H]/N=C1/CN[C@@H]2C[C@H]2CN1
HOMO-LUMO gap: 9.30 eV



Entry from OMol25: CH3OS as an isolated structure (ωB97M-V with the def2-TZVPD basis set).

Each line ends with the natural charge from an NBO analysis.
Atoms and positions in Å:
1 S 0.760714 -1.115467 0.695471  -0.91
2 O -1.599889 0.944654 0.063121  -0.64
3 C -0.575351 0.552083 -0.489334  0.24
4 H 0.283657 1.228142 -0.550438  0.11
5 H -0.620150 -0.230993 -1.257339  0.11
6 H 1.751020 -1.378418 1.538517  0.10

Cartesian forces, eV/Å:
S -0.1 -0.9 -0.2
O 0.4 -0.5 -0.1
C -1.2 1.7 -0.4
H 0.3 -0.2 0.1
H 0.2 -0.4 0.3
H 0.4 0.2 0.4

Electronic energy: -13968.291 eV
Relative energy (zero: lowest compared OMol25 entry of this formula, charge and spin): 33.26 kJ/mol
Molecular weight: 63.1 u
Net charge: -1
HOMO energy: -3.0 eV
HOMO-LUMO gap: 7.41 eV



Entry from OMol25: C11H15N4Os as an isolated structure (ωB97M-V with the def2-TZVPD basis set).

Each line ends with the natural charge from an NBO analysis.
Atoms and positions in Å:
1 Os -0.357796 -0.003363 -0.133676  0.58
2 N 1.463221 0.743369 0.654779  -0.99
3 N 4.928901 -3.112685 8.174534  -0.20
4 N -0.477099 -1.065342 1.658304  -0.58
5 N 0.166285 -1.915316 3.589778  -0.32
6 C 3.015508 -2.763713 6.440155  -0.09
7 C -1.565712 -1.003091 2.556221  -0.05
8 C 4.061031 -2.958228 7.396034  0.22
9 C 3.252516 -3.103279 5.094225  -0.13
10 C 1.771935 -2.257714 6.860995  -0.16
11 C 0.498977 -1.708555 2.292724  0.16
12 C -1.139821 -1.492032 3.742585  -0.08
13 C 0.771063 -2.050074 5.920447  -0.23
14 C -2.124018 -0.844660 -1.491340  -0.83
15 C 2.250281 -2.868768 4.155631  -0.26
16 C 1.047567 -2.309973 4.588803  0.23
17 H 4.211380 -3.537623 4.796849  0.25
18 H -2.723472 -0.187377 -2.112398  0.26
19 H -2.119841 -1.803268 -1.981963  0.26
20 H -2.511957 -0.623090 2.177531  0.24
21 H -1.071460 -0.388011 -1.643617  0.18
22 H 2.206795 0.039365 0.691512  0.40
23 H 1.602522 -2.028707 7.915332  0.25
24 H -1.672513 -1.670643 4.656824  0.24
25 H 1.443715 -1.985872 1.864459  0.22
26 H -2.554220 -0.904870 -0.521827  0.24
27 H 2.390884 -3.123522 3.112130  0.22
28 H -0.210133 -1.656928 6.189507  0.23
29 H 1.872059 1.522880 0.138726  0.42
30 H 1.360422 1.089882 1.613246  0.42
31 H -0.418265 1.512221 -0.382998  -0.09

Forces on atoms 1 to 6 (eV/Å):
Os 1.4 -0.2 0.5
N 0.9 0.0 0.5
N -1.3 0.2 -1.1
N -0.9 -1.5 1.1
N 0.2 -0.1 0.5
C 3.4 -0.9 1.7

Multiplicity: 5
Electronic energy: -20064.471 eV
Relative energy (zero: lowest compared OMol25 entry of this formula, charge and spin): 0.00 kJ/mol
Molecular weight: 393.5 u
Net charge: +1
HOMO energy (spin up / spin down): -8.7 / -11.4 eV
HOMO-LUMO gap (spin up / spin down): 5.76 / 4.75 eV



Entry from OMol25: a 2-piece molecular cluster, C13H5BCl2F3N2O3S overall (ωB97M-V with the def2-TZVPD basis set).

Each line ends with the natural charge from an NBO analysis.
Atoms and positions in Å:
1 Cl 2.656844 -1.741251 2.731173  0.10
2 Cl 2.651823 1.449186 2.679810  0.11
3 S -1.536355 0.348235 -1.931928  0.43
4 F -0.217996 0.824649 -4.615684  -0.56
5 F 1.130163 2.306731 -3.387779  -0.56
6 F -0.590383 3.128466 -4.746386  -0.55
7 O -0.075250 2.546704 2.449559  -0.43
8 O -1.373101 4.125084 -2.298405  -0.48
9 O -0.075904 -2.838079 2.714777  -0.46
10 N -3.471657 1.908564 2.397134  -0.23
11 N -3.480738 -2.193067 2.658778  -0.24
12 C 1.225066 0.533678 2.559586  -0.11
13 C -0.031907 1.318182 2.417570  0.49
14 C -2.476871 1.287255 2.386927  0.26
15 C -1.128696 1.870561 -2.657981  -0.46
16 C -1.280712 -0.834069 2.457734  -0.14
17 C -2.489967 -1.576970 2.558535  0.26
18 C -1.280036 0.530359 2.327679  -0.10
19 C -0.036303 -1.617919 2.590233  0.49
20 C 1.228390 -0.832534 2.591578  -0.12
21 C -2.463306 2.446533 -0.752007  -0.33
22 C -1.996756 5.241881 -1.649168  -0.25
23 C -2.383323 1.072132 -0.625083  -0.49
24 C -1.683731 2.901864 -1.908451  0.23
25 B -0.122795 2.070922 -3.970044  1.17
26 H -2.958592 3.133366 -0.072924  0.22
27 H -2.878794 0.432539 0.097171  0.21
28 H -3.093426 5.217247 -1.755537  0.17
29 H -1.727630 5.290281 -0.582058  0.17
30 H -1.598646 6.115310 -2.172186  0.19

Forces on atoms 1 to 6 (eV/Å):
Cl 0.1 0.0 0.0
Cl 0.0 0.0 0.0
S 0.3 0.9 -0.2
F 0.7 0.0 -0.8
F 0.6 0.1 -0.7
F 0.5 -0.1 -0.4

Electronic energy: -67397.395 eV
Relative energy (zero: lowest compared OMol25 entry of this formula, charge and spin): 0.66 kJ/mol
Molecular weight: 408.0 u
Net charge: -1
HOMO energy: -4.4 eV
HOMO-LUMO gap: 3.37 eV



Entry from OMol25: a 2-piece molecular cluster, C2H3NO3S overall (ωB97M-V with the def2-TZVPD basis set).

Each line ends with the natural charge from an NBO analysis.
Atoms and positions in Å:
1 S -1.190695 0.182831 -0.015299  2.09
2 O -1.149875 0.723994 1.315138  -0.90
3 O -2.214656 0.567563 -0.937389  -0.88
4 O 2.040393 -0.065399 0.038937  -0.42
5 N -1.171025 -1.483862 0.125705  -1.04
6 C 1.080961 0.687287 -0.970358  -0.01
7 C 1.861732 1.232239 -0.032041  0.11
8 H -0.493617 -1.842114 0.784310  0.41
9 H -1.195472 -2.013043 -0.732953  0.41
10 H 2.432251 2.010507 0.423947  0.22

Forces on atoms 1 to 6 (eV/Å):
S 1.2 0.0 -0.2
O 0.0 -0.2 0.2
O 0.0 -0.3 -0.2
O 0.4 0.0 0.4
N -0.2 0.6 0.1
C -1.9 -0.4 -0.6

Electronic energy: -20583.781 eV
Relative energy (zero: lowest compared OMol25 entry of this formula, charge and spin): 619.99 kJ/mol
Molecular weight: 121.1 u
HOMO energy (spin up / spin down): -8.7 / -9.4 eV
HOMO-LUMO gap (spin up / spin down): 7.43 / 7.78 eV



Entry from OMol25: an isolated ion of composition C5H11N2O and charge +1 (ωB97M-V with the def2-TZVPD basis set).

Each line ends with the natural charge from an NBO analysis.
Atoms and positions in Å:
1 O 1.009600 1.125484 -2.226475  -0.51
2 N 2.121715 1.515050 0.002577  -0.68
3 N -2.798993 -1.835044 0.983312  -0.80
4 C 0.243313 0.844566 -1.340583  0.42
5 C 0.702376 -0.485327 0.713486  -0.45
6 C -0.562168 -1.242902 0.366027  -0.37
7 C -1.688736 -1.064585 1.100053  0.06
8 C 0.694022 0.968486 0.129112  -0.15
9 H 1.922384 2.444678 -0.367989  0.45
10 H 1.529920 -1.152946 0.464465  0.25
11 H -1.631597 -0.366577 1.937370  0.18
12 H -0.622385 -1.993132 -0.409693  0.22
13 H 0.681968 -0.315737 1.796224  0.23
14 H 0.056497 1.678197 0.650483  0.25
15 H -2.747299 -2.802691 0.768862  0.40
16 H 2.639773 1.520231 0.880932  0.45
17 H -3.612070 -1.566263 1.493012  0.40
18 H 2.590110 1.037624 -0.767279  0.46
19 H -0.784873 0.500333 -1.488188  0.19

Forces on atoms 1 to 6 (eV/Å):
O -0.2 -0.2 0.0
N -1.7 0.5 0.1
N -0.6 0.7 0.2
C 0.2 0.7 0.2
C -1.3 0.4 0.9
C -1.2 0.4 0.8

Electronic energy: -10383.262 eV
Relative energy (zero: lowest compared OMol25 entry of this formula, charge and spin): 226.07 kJ/mol
Molecular weight: 115.2 u
Net charge: +1
HOMO energy: -11.7 eV
SMILES: N/C=C/C[C@@H]([NH3+])C=O
HOMO-LUMO gap: 8.24 eV